Entry 1:
Here is a molecular structure, C16H24BF2MgN2O21S2 from OMol25. Energies are from wB97M-V/def2-TZVPD.

Element x y z (Å)
Mg1 -0.250 0.726 0.431
O1 -3.484 -0.241 -7.352
C1 -3.647 -0.572 -6.198
O2 -3.495 0.291 -5.187
B1 -3.530 -0.503 -3.926
O3 -3.890 -1.886 -4.303
C2 -4.063 -1.976 -5.625
O4 -4.398 -2.982 -6.309
O5 -4.604 -0.018 -3.034
C3 -4.182 0.116 -1.846
O6 -4.901 0.523 -0.886
C4 -2.674 -0.136 -1.909
O7 -2.330 -0.454 -3.146
O8 -1.852 -0.027 -0.972
N1 -3.827 -0.419 1.857
S1 -3.675 -1.949 1.801
O9 -4.222 -2.694 2.876
O10 -2.502 -2.495 1.121
F1 -4.784 -2.096 0.658
S2 -2.320 -0.276 2.786
O11 -1.208 0.111 1.878
O12 -1.976 -1.115 3.871
F2 -2.713 1.070 3.612
N2 -2.371 3.035 0.300
O13 -1.313 2.411 0.081
O14 -3.309 2.387 0.822
O15 -2.621 4.210 0.005
O16 0.615 0.733 -1.349
C5 1.236 0.508 -2.399
O17 2.433 0.973 -2.689
C6 2.859 2.184 -2.073
C7 4.334 2.408 -2.343
C8 0.848 -0.704 -3.226
H1 2.606 2.048 -1.021
H2 2.393 3.008 -2.613
H3 4.783 1.419 -2.251
H4 4.843 3.105 -1.677
H5 4.502 2.628 -3.397
H6 0.217 -1.410 -2.686
H7 1.796 -1.190 -3.459
H8 0.354 -0.424 -4.156
O18 1.067 1.533 1.519
C9 1.846 2.370 1.897
O19 2.815 2.273 2.782
C10 2.894 1.112 3.545
C11 3.613 1.532 4.805
C12 1.749 3.875 1.464
H9 3.397 0.319 2.991
H10 1.918 0.645 3.673
H11 3.223 0.911 5.611
H12 3.318 2.475 5.265
H13 4.694 1.563 4.942
H14 1.379 4.553 2.234
H15 1.146 3.914 0.557
H16 2.746 4.241 1.219
O20 0.508 -1.235 0.487
C13 0.650 -2.470 0.379
O21 1.296 -3.285 1.226
C14 2.066 -2.806 2.372
C15 1.401 -3.187 3.776
C16 0.032 -3.355 -0.721
H17 2.157 -1.720 2.346
H18 3.083 -3.197 2.383
H19 2.106 -2.748 4.482
H20 1.262 -4.260 3.912
H21 0.433 -2.701 3.898
H22 -0.116 -4.392 -0.419
H23 0.584 -3.300 -1.659
H24 -0.946 -2.987 -1.031

Results
net charge	-1
HOMO-LUMO gap	7.1	eV


Entry 2:
Here is a molecular structure, C19H20Br2FeN3O2SSe from OMol25. Energies are from wB97M-V/def2-TZVPD.

Element x y z (Å)
Fe1 0.385 0.265 0.314
Br1 -2.831 -0.530 3.452
C1 -0.963 -0.785 3.371
C2 -0.223 -0.791 4.544
C3 1.129 -1.017 4.500
Br2 2.095 -1.022 6.134
C4 1.789 -1.246 3.280
C5 3.177 -1.460 3.155
C6 3.731 -1.652 1.919
C7 2.907 -1.618 0.792
N1 1.609 -1.411 0.862
C8 1.029 -1.226 2.078
C9 -0.408 -0.977 2.093
O1 -1.112 -0.990 1.015
H1 -0.717 -0.619 5.490
H2 3.791 -1.452 4.044
H3 4.794 -1.811 1.803
H4 3.315 -1.744 -0.205
C10 -3.418 2.354 0.691
C11 -2.321 1.951 -0.244
O2 -1.182 1.714 0.142
N2 -2.612 1.892 -1.562
C12 -1.638 1.288 -2.465
C13 -1.522 -0.203 -2.231
C14 -2.580 -1.023 -2.600
C15 -2.488 -2.387 -2.393
C16 -1.306 -2.884 -1.870
C17 -0.307 -1.997 -1.526
N3 -0.410 -0.663 -1.649
H5 -3.093 3.207 1.284
H6 -3.590 1.528 1.381
H7 -4.342 2.592 0.167
H8 -3.567 1.972 -1.862
H9 -0.673 1.760 -2.287
H10 -1.956 1.484 -3.488
H11 -3.455 -0.584 -3.063
H12 -3.307 -3.046 -2.647
H13 -1.163 -3.944 -1.712
H14 0.619 -2.359 -1.110
C18 2.199 0.588 -3.113
S1 2.230 1.066 -1.360
C19 2.122 2.856 -1.600
H15 1.348 1.051 -3.612
H16 2.098 -0.494 -3.155
H17 3.127 0.895 -3.591
H18 3.030 3.209 -2.087
H19 2.035 3.301 -0.613
H20 1.249 3.103 -2.203
Se1 1.376 1.860 1.735

Results
multiplicity	6
expectation value of S²	8.773
HOMO-LUMO gap (alpha / beta)	7.1 / 6.5	eV


Entry 3:
Here is 3 unconnected molecules or ions with the total composition C6H20N2O2 from OMol25. Energies are from wB97M-V/def2-TZVPD.

Element x y z (Å)
C1 1.698 2.319 -1.139
C2 0.659 1.316 -0.513
C3 0.990 -0.007 -1.369
C4 1.519 -1.191 -0.503
C5 0.501 -1.504 0.576
C6 -0.777 -2.121 0.186
N1 -0.907 -3.594 -0.027
N2 -0.744 1.741 -0.502
H1 1.254 2.625 -2.031
H2 1.960 3.266 -0.545
H3 2.690 1.772 -1.285
H4 1.114 1.243 0.519
H5 -0.144 -0.187 -1.576
H6 1.546 0.179 -2.314
H7 2.498 -0.865 -0.085
H8 1.712 -2.051 -1.260
H9 0.434 -0.414 1.040
H10 0.998 -2.342 1.163
H11 -1.329 -1.502 -0.635
H12 -1.418 -1.986 1.149
H13 -0.141 -4.167 0.376
H14 -0.891 -3.813 -1.063
H15 -1.029 1.681 -1.483
H16 -0.861 2.725 -0.223
H17 -3.373 1.798 0.295
H18 -2.091 1.680 0.929
O1 -3.042 1.877 1.204
H19 -0.590 -0.018 3.406
H20 -1.603 0.671 2.674
O2 -0.636 0.869 3.038

Results
multiplicity	2
net charge	+1
expectation value of S²	0.755
HOMO-LUMO gap (alpha / beta)	9.4 / 3.8	eV


Entry 4:
Here is a molecular structure, C12H28BiN5O5P2S from OMol25. Energies are from wB97M-V/def2-TZVPD.

Element x y z (Å)
Bi1 -1.394 0.936 1.288
C1 0.027 -2.901 0.791
N1 1.259 -2.212 0.449
C2 2.046 -2.873 -0.579
P1 1.525 -0.629 0.736
O1 0.550 -0.091 1.769
O2 1.345 0.291 -0.631
P2 -0.054 0.343 -1.431
O3 -1.085 -0.398 -0.641
N2 -0.438 1.980 -1.315
C3 0.567 3.013 -1.542
C4 -1.711 2.312 -1.955
N3 0.230 -0.402 -2.863
C5 -0.859 -1.086 -3.549
C6 1.260 0.124 -3.748
N4 3.073 -0.284 1.141
C7 3.549 -1.013 2.315
C8 4.131 0.063 0.202
H1 0.276 -3.923 1.071
H2 -0.673 -2.920 -0.047
H3 -0.443 -2.402 1.632
H4 2.266 -3.890 -0.256
H5 2.981 -2.340 -0.735
H6 1.505 -2.921 -1.529
H7 1.524 2.683 -1.146
H8 0.253 3.916 -1.016
H9 0.674 3.254 -2.602
H10 -2.471 1.589 -1.660
H11 -1.626 2.316 -3.045
H12 -2.013 3.309 -1.627
H13 -1.623 -1.353 -2.826
H14 -0.466 -1.993 -4.007
H15 -1.300 -0.471 -4.335
H16 2.091 0.499 -3.153
H17 0.877 0.916 -4.398
H18 1.616 -0.689 -4.381
H19 2.720 -1.151 3.006
H20 4.327 -0.429 2.805
H21 3.963 -1.987 2.047
H22 3.705 0.518 -0.686
H23 4.721 -0.809 -0.083
H24 4.798 0.778 0.683
S1 -3.638 1.718 5.555
C9 -4.562 2.172 4.183
C10 -3.889 1.880 3.043
N5 -2.666 1.314 3.250
C11 -2.405 1.171 4.528
H25 -5.524 2.633 4.283
H26 -4.237 2.037 2.038
H27 -1.490 0.742 4.884
O4 -3.525 0.245 0.470
C12 -3.353 -0.860 1.008
O5 -2.316 -1.066 1.693
H28 -4.096 -1.660 0.912

Results
net charge	+2
HOMO-LUMO gap	9.0	eV


Record order is preserved below.
Energy above the lowest of the compared OMol25 structures with the same formula, charge and spin: 0.00 35.83 63.83 4.84 kcal/mol